Entry 1:
Molecular formula: C2H10NO
Method: DFT, wB97M-V/def2-TZVPD

Last column: Mulliken charge in e.
Atoms and positions in Å:
O (0.47268, 0.40785, -2.64933)  -0.669
C (-0.79097, 0.56146, 1.63977)  -1.074
H (0.16009, 0.00244, -0.96487)  0.401
H (0.05392, 1.08411, -3.21873)  0.328
N (0.10082, -0.75825, -0.25689)  -0.338
H (-1.76894, 0.20796, 1.31096)  0.333
H (0.49460, -1.09730, 1.81616)  0.316
H (0.69964, -1.49240, -0.63158)  0.343
H (1.40394, 0.04391, 1.20411)  0.377
H (-0.70176, 1.62938, 1.42407)  0.315
C (0.35447, -0.25294, 1.12293)  -0.342
H (-0.84251, -1.13059, -0.29190)  0.349
H (-0.88835, 0.54517, 2.72538)  0.346
H (1.25237, 0.24920, -3.23007)  0.314

Atoms 1-6, force components in eV/Å:
O 0.7 0.7 -1.8
C -0.3 1.5 0.4
H 0.0 -0.2 0.0
H -0.3 -0.2 0.7
N -0.4 0.4 -0.3
H 0.1 -0.1 -0.4

Calculated values
HOMO: -16.422 eV
energy relative to the best compared isomer or geometry (same formula, charge and spin): 40.7 kJ/mol
charge: +1
gap between HOMO and LUMO: 13.04 eV
M: 64.108 g mol⁻¹


Entry 2:
Molecular formula: C2H5BrNP
Method: DFT, wB97M-V/def2-TZVPD

Last column: Mulliken charge in e.
Atoms and positions in Å:
H (-2.06197, -1.16419, 0.09899)  0.315
H (0.19729, 3.33292, 0.08049)  0.043
Br (2.25927, -0.58238, -0.37424)  -0.112
H (0.31719, -0.60486, 1.40636)  0.505
H (-1.25613, -1.45911, -1.56557)  0.300
C (-1.23474, -1.53670, -0.48542)  -0.824
C (0.87948, 0.15024, 0.69172)  -0.262
P (0.85662, 2.37283, -0.50623)  -0.054
N (0.41057, 1.28882, 0.54411)  -0.150
H (-0.36758, -1.79758, 0.10977)  0.240

Atoms 1-6, force components in eV/Å:
H -0.2 0.0 -0.2
H -1.5 2.6 1.2
Br 0.5 -0.3 0.0
H 1.8 1.5 -1.4
H 0.2 -0.1 0.2
C -0.1 0.1 0.5

Calculated values
HOMO (alpha / beta): -8.994 / -8.273 eV
energy relative to the best compared isomer or geometry (same formula, charge and spin): 442.1 kJ/mol
charge: 0
gap between HOMO and LUMO (alpha / beta): 7.58 / 8.22 eV
M: 153.947 g mol⁻¹


Entry 3:
Molecular formula: C4H9N
Method: DFT, wB97M-V/def2-TZVPD

Last column: Mulliken charge in e.
Atoms and positions in Å:
H (0.81779, 0.62442, 2.18587)  0.247
C (-0.28591, -0.32467, -1.74049)  -0.983
N (0.39115, 0.13026, -0.57096)  -0.213
H (-0.11792, 2.03236, 0.22319)  0.327
H (1.43161, -1.32575, 0.68979)  0.292
H (0.36920, -1.14548, -2.09281)  0.318
H (-1.47133, 0.95561, 0.25209)  0.253
C (0.46554, -0.86060, 0.54637)  -0.440
H (-0.83296, -0.09390, 2.21006)  0.201
C (-0.39521, 1.00504, 0.32283)  -0.481
H (-1.29802, -0.72677, -1.53747)  0.357
H (-0.24123, -1.70266, 0.47764)  0.252
H (-0.41119, 0.41679, -2.50524)  0.305
C (0.05158, 0.18917, 1.55356)  -0.437

Atoms 1-6, force components in eV/Å:
H 0.2 0.0 -0.2
C 0.3 -1.6 -0.1
N -0.8 0.1 1.3
H 0.2 0.8 0.2
H 0.5 0.0 -0.1
H -0.7 0.3 -0.5

Calculated values
HOMO: -8.743 eV
energy relative to the best compared isomer or geometry (same formula, charge and spin): 117.3 kJ/mol
charge: 0
gap between HOMO and LUMO: 10.01 eV
M: 71.123 g mol⁻¹


Entry 4:
Molecular formula: C4H6Cl2O2P
Method: DFT, wB97M-V/def2-TZVPD

Last column: Mulliken charge in e.
Atoms and positions in Å:
H (-2.26763, -1.56300, -2.12798)  0.412
C (-1.40610, -1.43693, -1.52516)  -0.942
Cl (-2.30031, 1.62470, -0.81634)  -0.062
H (1.68698, 0.08064, 2.47783)  0.277
C (1.72000, 0.57650, 1.41988)  -0.330
H (-1.09369, -2.37742, -0.99992)  0.354
O (0.42875, 0.56043, -0.61670)  -0.608
H (2.33886, 1.82165, -0.05220)  0.161
H (3.60502, 1.61082, 1.27855)  0.364
O (-0.54103, -0.24401, 1.08130)  -0.336
C (2.68632, 1.29543, 0.90147)  -0.551
P (-1.70931, -0.13848, -0.26842)  1.025
H (-0.53721, -1.10670, -2.08502)  0.343
Cl (-3.13169, -1.00157, 0.75448)  -0.123
C (0.52105, 0.29794, 0.57825)  1.016

Atoms 1-6, force components in eV/Å:
H -0.9 -0.2 -0.5
C 1.9 0.5 1.2
Cl 0.0 0.0 0.1
H 0.3 1.0 -2.2
C -1.4 -2.4 2.7
H -0.6 0.9 -0.2

Calculated values
HOMO: -14.828 eV
energy relative to the best compared isomer or geometry (same formula, charge and spin): 0.0 kJ/mol
charge: +1
gap between HOMO and LUMO: 10.35 eV
M: 187.970 g mol⁻¹


Entry 5:
Molecular formula: C5H13NO
Method: DFT, wB97M-V/def2-TZVPD

Last column: Mulliken charge in e.
Atoms and positions in Å:
N (-0.91085, 1.13940, 1.23787)  -0.418
H (2.38596, -0.77759, -1.45995)  0.314
H (-2.35671, 1.74438, -0.97395)  0.321
C (1.07034, -0.99950, 0.25795)  -0.162
O (-1.90009, -1.96991, 1.10552)  -0.658
H (-1.91996, -1.01360, 1.01531)  0.328
H (2.92441, 0.04310, -0.04020)  0.290
C (0.14793, -0.12512, -0.52029)  -0.416
H (-0.27125, 0.79665, 1.93096)  0.181
C (2.46796, -0.88787, -0.38096)  -1.303
H (0.71124, -2.03618, 0.33717)  0.296
H (0.18820, -0.22980, -1.59826)  0.164
H (-1.52392, 1.87978, 1.54129)  0.179
H (-0.88865, 1.69511, -2.04841)  0.353
H (1.09883, -0.82087, 1.34023)  0.267
C (-1.27304, 1.85234, -1.04371)  -1.449
C (-0.58933, 0.90697, -0.08010)  0.650
H (3.09834, -1.74754, -0.16191)  0.367
H (-1.43099, -2.34049, 0.34513)  0.323
H (-1.02841, 2.89075, -0.80368)  0.374

Atoms 1-6, force components in eV/Å:
N 0.2 -0.2 0.8
H -0.1 -0.2 -0.1
H 0.0 0.0 -0.3
C 0.0 -0.8 0.3
O -0.1 -0.6 0.2
H 0.2 0.1 -0.3

Calculated values
HOMO: -8.022 eV
energy relative to the best compared isomer or geometry (same formula, charge and spin): 98.2 kJ/mol
charge: 0
gap between HOMO and LUMO: 8.92 eV
M: 103.165 g mol⁻¹


Entry 6:
Molecular formula: C4H17N2O2
Method: DFT, wB97M-V/def2-TZVPD

Last column: Mulliken charge in e.
Atoms and positions in Å:
H (1.69174, 0.93693, 1.34439)  0.279
H (3.38205, -0.81694, -0.53750)  0.489
C (2.61351, 0.77817, 0.77389)  -0.297
C (2.47951, -0.47516, -0.02688)  -0.221
O (-3.99171, 1.70302, -0.17121)  -0.630
O (-2.86198, -0.85447, 1.46154)  -0.646
C (-0.00586, -0.85056, -0.18884)  -0.589
H (1.22390, 0.25944, -1.58359)  0.400
H (-1.04710, -2.40287, -1.29285)  0.387
H (2.22107, -1.97126, 1.33900)  0.697
H (1.46062, -1.42599, -1.67803)  0.469
H (-4.70864, 2.25549, -0.52479)  0.325
H (-1.92989, -1.45407, -0.34383)  0.303
H (3.25425, 1.56523, -1.04837)  0.250
H (-2.54077, -1.05894, 2.34314)  0.308
H (-4.27235, 0.91870, -0.67107)  0.310
H (3.77196, 2.41058, 0.29629)  0.285
H (-3.46172, -0.10004, 1.49476)  0.337
C (1.26921, -0.63480, -0.95035)  -0.301
H (-1.42418, -0.82200, -1.78679)  0.399
H (2.29467, -1.49419, 0.75228)  -0.671
N (-1.14095, -1.42520, -1.00877)  -0.221
N (3.03603, 1.85194, -0.09437)  -0.403
H (3.37930, 0.60198, 1.53433)  0.331
H (-0.50347, 0.07469, 0.10483)  0.412

Atoms 1-6, force components in eV/Å:
H -0.1 0.5 -0.3
H 0.2 -0.1 0.4
C 0.0 -0.8 1.5
C 0.2 1.9 -2.6
O -0.8 -0.7 -0.9
O 0.6 -0.3 -0.9

Calculated values
HOMO (alpha / beta): -17.268 / -17.232 eV
expectation value of S²: 0.753
energy relative to the best compared isomer or geometry (same formula, charge and spin): 447.5 kJ/mol
charge: +2
gap between HOMO and LUMO (alpha / beta): 6.80 / 6.54 eV
2S+1: 2
M: 125.192 g mol⁻¹